DFT (wB97M-V/def2-TZVPD) results for a structure of composition C16H27Cl2MnO2P2 at a distorted geometry.

- total energy (eV) = -96051.2260
- net charge = +2
- gap between HOMO and LUMO (alpha / beta) (eV) = 5.951 / 6.537
- ΔE to the lowest compared entry with this formula, charge and spin (kJ/mol) = 8.9
- <S²> = 6.459
- spin multiplicity = 5

Structure (XYZ):
```
50
C16H27Cl2MnO2P2 wB97M-V/def2-TZVPD
C -4.577 3.788 1.760
C -3.639 2.692 1.349
H -4.981 3.553 2.750
H -5.417 3.870 1.067
H -4.062 4.750 1.811
O -3.507 1.620 1.891
Cl -2.614 3.083 -0.142
Mn 0.301 -0.215 -0.287
P -1.531 -1.114 -1.141
C -1.836 -2.816 -0.559
C -3.005 -0.222 -0.655
H -3.886 -0.712 -1.055
H -2.635 -1.527 -3.233
H -2.934 0.799 -1.040
H -1.437 -0.205 -3.367
H -2.045 -2.798 0.520
H -3.066 -0.140 0.438
C -1.628 -1.199 -2.947
H -2.698 -3.231 -1.098
H -0.883 -1.903 -3.348
H -0.952 -3.445 -0.738
P 1.456 1.369 0.766
C 2.478 0.727 2.146
C 2.654 2.298 -0.247
H -0.290 2.996 0.746
H 1.000 3.432 1.905
H -0.206 2.160 2.300
C 0.399 2.619 1.507
H 2.127 2.780 -1.079
H 3.135 3.066 0.374
H 3.146 1.520 2.511
H 3.080 -0.135 1.821
H 3.429 1.639 -0.663
H 1.816 0.396 2.959
C 0.461 -1.441 1.058
O 0.562 -2.227 1.931
Cl 1.106 -3.755 -2.422
C 2.470 -3.197 -1.542
C 3.390 -4.157 -1.123
C 4.508 -3.775 -0.374
C 4.694 -2.431 -0.058
C 3.807 -1.467 -0.527
C 2.667 -1.828 -1.256
C 1.660 -0.765 -1.665
H 3.226 -5.199 -1.384
H 5.202 -4.533 -0.016
H 5.555 -2.122 0.534
H 3.999 -0.412 -0.338
H 2.157 0.197 -1.857
H 1.092 -1.051 -2.557
```